Here is a molecular structure, C39H33ClN5OPRu from the OMol25 dataset. Energies are from ωB97M-V/def2-TZVPD.

Output
<S²> ... 8.789
Net charge ... +1
ΔE to the lowest compared entry with this formula, charge and spin ... 33.5 kcal/mol
E_HOMO (alpha / beta) ... -9.9 / -10.1 eV
2S+1 ... 6
Total energy ... -74862.8713 eV

Positions of all 81 atoms, in Å:
Ru  -0.187  0.056  -0.106
Cl  6.729  -2.448  -0.787
C  5.087  -1.913  -0.941
C  4.431  -2.031  -2.177
C  3.135  -1.612  -2.318
C  2.414  -1.055  -1.238
O  1.195  -0.652  -1.449
C  3.086  -0.946  0.007
C  2.492  -0.395  1.177
N  1.265  -0.013  1.338
C  0.810  0.524  2.583
C  1.495  0.433  3.787
C  0.949  0.977  4.935
C  -0.302  1.577  4.878
C  -1.014  1.644  3.691
C  -2.429  2.116  3.671
C  -3.023  2.464  2.302
C  -2.452  1.609  1.143
N  -1.058  1.185  1.256
C  -0.444  1.144  2.511
C  4.430  -1.376  0.123
H  4.964  -2.452  -3.019
H  2.625  -1.694  -3.269
H  3.166  -0.287  2.024
H  2.450  -0.074  3.850
H  1.486  0.915  5.872
H  -0.753  1.976  5.780
H  -2.582  2.917  4.393
H  -3.069  3.520  2.043
H  -2.552  2.170  0.214
H  4.938  -1.279  1.075
N  -2.452  -2.689  0.307
P  -1.606  -1.781  1.494
C  -1.436  -2.984  2.846
C  -2.543  -3.674  3.346
C  -2.388  -4.568  4.392
C  -1.133  -4.766  4.958
C  -0.034  -4.075  4.475
C  -0.185  -3.187  3.416
C  -2.853  -0.628  2.121
C  -3.384  0.357  1.082
C  -4.695  0.872  1.557
C  -4.356  1.752  2.684
C  -3.551  1.012  3.834
C  -3.000  -0.321  3.410
C  -2.084  -2.724  -1.027
C  -2.507  -3.784  -1.841
C  -2.173  -3.768  -3.173
C  -1.419  -2.708  -3.677
C  -1.033  -1.721  -2.805
N  -1.359  -1.713  -1.501
H  -2.984  -3.489  0.619
H  -3.533  -3.495  2.939
H  -3.247  -5.103  4.775
H  -1.017  -5.459  5.781
H  0.942  -4.228  4.918
H  0.674  -2.649  3.032
H  -3.393  -0.107  0.099
H  -5.652  0.408  1.365
H  -5.147  2.386  3.077
H  -4.030  0.973  4.811
H  -2.568  -0.949  4.183
H  -3.083  -4.595  -1.414
H  -2.491  -4.574  -3.821
H  -1.137  -2.659  -4.719
H  -0.433  -0.885  -3.138
C  -3.202  0.735  -2.476
C  -2.002  1.598  -2.442
C  -1.837  2.781  -3.261
C  -0.644  3.323  -2.925
C  -0.089  2.473  -1.911
C  1.205  2.670  -1.219
N  -0.933  1.430  -1.637
H  -3.495  0.551  -3.512
H  -4.039  1.254  -1.996
H  -3.038  -0.212  -1.978
H  -2.550  3.136  -3.990
H  -0.179  4.212  -3.322
H  1.672  3.599  -1.539
H  1.884  1.842  -1.441
H  1.059  2.701  -0.136

---

Here is a molecular structure, C30H28BClI3N2O6Re at a distorted geometry from the OMol25 dataset. Energies are from ωB97M-V/def2-TZVPD.

Output
<S²> ... 3.780
Net charge ... -1
ΔE to the lowest compared entry with this formula, charge and spin ... 80.0 kcal/mol
E_HOMO (alpha / beta) ... -2.4 / -4.1 eV
2S+1 ... 4
Total energy ... -86460.6221 eV

Positions of all 72 atoms, in Å:
Re  -0.705  -0.131  1.490
Cl  -3.162  -0.255  7.856
C  -2.764  -0.076  6.202
C  -3.362  1.070  5.718
C  -3.226  1.473  4.392
I  -3.983  3.309  3.927
C  -2.430  0.683  3.536
O  -2.408  0.851  2.256
C  -1.617  -0.359  4.155
N  -0.581  -0.903  3.385
C  0.229  -1.872  3.891
C  0.070  -2.406  5.154
C  -0.970  -1.847  5.922
C  -1.793  -0.806  5.449
H  -3.915  1.728  6.420
H  0.947  -2.342  3.194
H  0.810  -3.148  5.495
H  -1.034  -2.123  6.999
N  1.400  3.451  2.329
C  1.134  2.212  2.103
O  0.021  1.715  2.497
C  2.117  1.493  1.256
C  1.478  0.232  0.752
H  0.804  4.035  2.924
H  2.301  3.861  2.051
H  2.834  1.030  1.948
H  2.691  2.160  0.600
H  1.131  -0.153  1.770
H  2.161  -0.513  0.346
I  -2.721  -7.216  1.672
C  -2.629  -5.327  0.792
C  -3.698  -4.892  0.111
C  -3.730  -3.546  -0.312
C  -2.769  -2.635  -0.031
C  -1.711  -3.008  1.034
C  -1.419  -4.497  0.874
C  -2.767  -1.249  -0.618
O  -3.573  -0.880  -1.508
O  -2.055  -0.333  0.082
H  -4.570  -5.523  -0.088
H  -4.489  -3.263  -1.033
H  -2.118  -2.899  2.068
H  -0.715  -4.791  1.704
C  3.964  1.969  -5.639
C  2.664  2.725  -5.291
C  1.865  3.028  -6.597
C  3.053  4.059  -4.630
C  1.780  1.891  -4.396
C  1.664  0.493  -4.623
C  1.064  -0.345  -3.731
C  0.554  0.171  -2.585
O  0.378  -0.496  -1.403
B  0.450  0.495  -0.425
O  0.518  1.755  -0.951
C  0.619  1.536  -2.331
C  1.112  2.388  -3.267
H  4.666  2.538  -6.234
H  3.803  1.055  -6.173
H  4.505  1.688  -4.699
H  2.346  3.831  -7.206
H  0.861  3.368  -6.286
H  1.796  2.128  -7.175
H  3.802  4.619  -5.254
H  3.408  3.924  -3.585
H  2.203  4.762  -4.565
H  2.177  0.074  -5.483
H  1.032  -1.420  -3.955
H  1.009  3.462  -3.117
I  -0.086  -5.079  -0.973
C  -0.476  -2.142  0.837
H  0.413  -2.728  1.183
H  -0.361  -2.055  -0.217